No. 1
Computed, not measured: a cluster of 2 separate species, CH5INO in total at a distorted geometry, with wB97M-V/def2-TZVPD.

Net charge = +1
Frontier orbital gap = 7.965 eV
Spin multiplicity = 1
Max |F| = 3.64 eV Å⁻¹
E = -468.510695 hartree
Highest occupied orbital energy = -12.8 eV

CARTESIAN COORDINATES (ANGSTROEM)
C (1.409, 0.505, -0.058)
N (0.618, -0.525, -0.078)
O (2.622, 0.172, -0.189)
I (-4.178, -0.555, 0.049)
H (1.108, 1.482, -0.060)
H (-0.383, -0.455, 0.100)
H (-5.487, 0.006, 0.841)
H (1.003, -1.466, -0.213)
H (3.289, 0.837, -0.392)

=====

No. 2
Computed, not measured: a cluster of 2 separate species, C5H8N2O3S in total at a distorted geometry, with wB97M-V/def2-TZVPD.

Net charge = -2
Frontier orbital gap (spin up / spin down) = 3.863 / 4.636 eV
Spin multiplicity = 1
Max |F| = 3.61 eV Å⁻¹
E = -928.517532 hartree
Highest occupied orbital energy (spin up / spin down) = 1.3 / 0.5 eV

CARTESIAN COORDINATES (ANGSTROEM)
C (3.108, 0.636, -0.038)
C (-0.107, 1.715, -1.474)
C (0.166, -2.012, 0.822)
C (-1.049, 0.691, -0.894)
C (-0.810, 0.608, 0.591)
N (-0.637, 2.521, -2.323)
N (2.120, 1.593, 0.251)
O (2.708, -0.505, -0.407)
O (2.446, 2.774, 0.669)
O (4.311, 0.903, 0.092)
S (-1.257, -1.044, 1.350)
H (0.422, -2.669, 1.621)
H (1.052, -1.587, 0.322)
H (-0.232, -2.518, 0.040)
H (-0.897, -0.192, -1.546)
H (-2.115, 0.973, -1.115)
H (0.350, 0.767, 0.911)
H (-1.261, 1.537, 0.994)
H (0.096, 3.263, -2.596)

=====

No. 3
Computed, not measured: a structure of composition C42H38NNaO4P2S, with wB97M-V/def2-TZVPD.

Net charge = 0
Frontier orbital gap = 8.525 eV
Spin multiplicity = 1
Max |F| = 0.44 eV Å⁻¹
E = -3222.303300 hartree
Highest occupied orbital energy = -8.3 eV

CARTESIAN COORDINATES (ANGSTROEM)
Na (-0.657, 0.591, 0.542)
O (2.105, 2.752, 2.408)
S (1.381, 1.527, 2.193)
O (-0.024, 1.558, 2.623)
O (1.480, 0.998, 0.824)
C (2.188, 0.292, 3.223)
C (3.247, 0.733, 4.009)
C (3.936, -0.150, 4.821)
C (3.566, -1.488, 4.855)
C (2.507, -1.926, 4.078)
C (1.803, -1.050, 3.248)
P (0.400, -1.720, 2.263)
C (1.222, -2.924, 1.159)
C (2.590, -2.920, 0.900)
C (3.129, -3.781, -0.048)
C (2.312, -4.660, -0.742)
C (0.944, -4.664, -0.500)
C (0.403, -3.793, 0.432)
C (-0.404, -2.761, 3.540)
C (-0.246, -4.135, 3.687)
C (-0.903, -4.810, 4.708)
C (-1.717, -4.120, 5.593)
C (-1.879, -2.747, 5.455)
C (-1.234, -2.075, 4.429)
H (3.517, 1.779, 3.965)
H (4.759, 0.207, 5.427)
H (4.095, -2.191, 5.487)
H (2.217, -2.968, 4.116)
H (3.238, -2.236, 1.433)
H (4.194, -3.762, -0.242)
H (2.738, -5.336, -1.474)
H (0.296, -5.342, -1.043)
H (-0.668, -3.788, 0.603)
H (0.393, -4.685, 3.008)
H (-0.773, -5.880, 4.814)
H (-2.226, -4.648, 6.389)
H (-2.513, -2.202, 6.142)
H (-1.362, -1.003, 4.316)
C (-3.572, 3.664, 2.546)
C (-3.532, 2.651, 1.403)
C (-3.438, 1.233, 1.965)
C (-2.343, 2.964, 0.488)
C (-2.492, 4.269, -0.314)
O (-2.654, 3.827, -1.683)
C (-2.395, 2.503, -1.683)
N (-2.189, 1.941, -0.564)
C (-2.479, 1.838, -3.003)
C (-3.568, 2.177, -3.801)
C (-3.765, 1.561, -5.025)
C (-2.856, 0.611, -5.461)
C (-1.749, 0.297, -4.686)
C (-1.531, 0.902, -3.448)
P (-0.052, 0.505, -2.426)
C (0.927, 2.039, -2.579)
C (2.140, 2.061, -1.888)
C (2.945, 3.188, -1.919)
C (2.543, 4.312, -2.628)
C (1.338, 4.301, -3.313)
C (0.533, 3.168, -3.293)
C (0.881, -0.646, -3.498)
C (0.898, -1.992, -3.143)
C (1.595, -2.916, -3.911)
C (2.291, -2.496, -5.034)
C (2.293, -1.151, -5.387)
C (1.593, -0.231, -4.623)
H (-4.436, 3.484, 3.188)
H (-3.634, 4.692, 2.187)
H (-2.670, 3.570, 3.156)
H (-4.447, 2.741, 0.805)
H (-2.511, 1.118, 2.535)
H (-3.466, 0.484, 1.172)
H (-4.271, 1.038, 2.642)
H (-1.448, 2.974, 1.117)
H (-1.608, 4.903, -0.270)
H (-3.374, 4.848, -0.045)
H (-4.266, 2.924, -3.448)
H (-4.622, 1.825, -5.630)
H (-2.996, 0.119, -6.415)
H (-1.037, -0.428, -5.056)
H (2.438, 1.205, -1.299)
H (3.875, 3.195, -1.365)
H (3.167, 5.197, -2.640)
H (1.019, 5.174, -3.869)
H (-0.396, 3.174, -3.847)
H (0.377, -2.318, -2.248)
H (1.604, -3.958, -3.621)
H (2.842, -3.212, -5.631)
H (2.845, -0.820, -6.258)
H (1.601, 0.818, -4.894)

=====

No. 4
Computed, not measured: a cluster of 2 separate species, C4H7NO2 in total at a distorted geometry, with wB97M-V/def2-TZVPD.

Net charge = 0
Structure (SMILES) = O=C=NO.C=CC
Frontier orbital gap = 10.046 eV
Spin multiplicity = 1
Max |F| = 4.40 eV Å⁻¹
E = -361.701499 hartree
Highest occupied orbital energy = -9.6 eV

CARTESIAN COORDINATES (ANGSTROEM)
O (3.768, 1.754, -0.678)
C (3.233, 0.841, -0.241)
N (2.614, -0.160, 0.037)
O (2.412, -0.985, 1.096)
H (2.074, -1.876, 0.789)
C (-0.081, -0.368, -1.144)
C (-0.397, -0.494, 0.112)
C (-0.284, 0.670, 1.022)
H (0.277, 0.633, -1.603)
H (-0.260, -1.149, -1.903)
H (-0.645, -1.487, 0.539)
H (0.248, 1.396, 0.365)
H (-1.198, 0.886, 1.518)
H (0.548, 0.588, 1.949)